--- 1 ---
An isolated molecule of C5H8S3. Source: OMol25; level of theory: ωB97M-V/def2-TZVPD.

Atoms and positions in Å:
1 S 2.59 1.12 1.05
2 C 0.99 0.67 0.20
3 C 1.16 0.11 -1.25
4 C 0.02 -0.94 -0.80
5 S -1.67 -0.54 -1.28
6 C -2.46 0.00 0.30
7 S -1.37 -0.64 1.59
8 C 0.15 -0.60 0.62
9 H 2.11 1.74 2.14
10 H 0.28 1.45 0.17
11 H 2.14 -0.48 -1.32
12 H 1.07 0.74 -2.15
13 H 0.37 -1.90 -1.03
14 H -3.44 -0.57 0.20
15 H -2.75 1.14 0.37
16 H 0.82 -1.30 1.20

Output
molar mass = 164.32 Da
total charge = 0
SMILES = S[C@H]1C[C@@H]2SCS[C@@H]21
Kohn-Sham gap = 9.5 eV
HOMO level = -8.764 eV

Charges computed using Löwdin, reported in e: number 1, S, carries 0.712; number 2, C, carries -0.625; number 3, C, carries -0.161; number 4, C, carries -0.620; number 5, S, carries 0.839; number 6, C, carries -0.791; number 7, S, carries 0.838; number 8, C, carries -0.669; number 9, H, carries -0.157; number 10, H, carries 0.084; number 11, H, carries 0.120; number 12, H, carries 0.108; number 13, H, carries 0.090; number 14, H, carries 0.041; number 15, H, carries 0.077; number 16, H, carries 0.113



--- 2 ---
An isolated molecule of C5H8S3. Source: OMol25; level of theory: ωB97M-V/def2-TZVPD.

Atoms and positions in Å:
1 C 1.44 -0.46 1.31
2 S 2.00 -0.36 -0.40
3 C 0.38 -0.47 -1.26
4 C -0.57 0.37 -0.44
5 C -1.11 -0.23 0.83
6 S -0.05 -1.49 1.58
7 C -0.35 1.85 -0.51
8 S -1.91 1.29 -1.23
9 H 1.34 0.56 1.77
10 H 2.31 -0.92 1.85
11 H 0.01 -1.48 -1.40
12 H 0.56 -0.06 -2.25
13 H -2.07 -0.71 0.60
14 H -1.36 0.48 1.58
15 H 0.32 2.24 -1.27
16 H -0.44 2.46 0.39

Output
molar mass = 164.32 Da
total charge = 0
SMILES = C1SCC2(CS1)CS2
Kohn-Sham gap = 9.4 eV
HOMO level = -8.739 eV

Charges computed using Löwdin, reported in e: number 1, C, carries -0.799; number 2, S, carries 0.809; number 3, C, carries -0.457; number 4, C, carries -0.881; number 5, C, carries -0.527; number 6, S, carries 0.829; number 7, C, carries -0.395; number 8, S, carries 0.858; number 9, H, carries 0.057; number 10, H, carries 0.043; number 11, H, carries 0.079; number 12, H, carries 0.081; number 13, H, carries 0.073; number 14, H, carries 0.069; number 15, H, carries 0.077; number 16, H, carries 0.087



Stability check: which of them is most stable? 2.



--- 1 ---
A structure of composition C20H14BrF3N3O6SSe4Ta. Source: OMol25; level of theory: ωB97M-V/def2-TZVPD.

Atoms and positions in Å:
1 Ta 0.75 1.99 0.44
2 C 3.63 -3.20 -4.78
3 C 3.17 -2.63 -3.47
4 C 2.02 -3.13 -2.85
5 C 1.56 -2.58 -1.67
6 C 2.26 -1.53 -1.10
7 C 3.41 -1.01 -1.68
8 C 3.86 -1.58 -2.86
9 S 1.64 -0.81 0.36
10 O 1.86 -1.61 1.51
11 O 2.26 0.55 0.47
12 N -0.02 -0.58 0.16
13 C -0.95 -1.53 0.73
14 C -0.65 -2.76 1.31
15 C -1.70 -3.51 1.79
16 C -3.00 -3.05 1.68
17 C -3.19 -1.83 1.06
18 N -2.19 -1.09 0.60
19 H 3.64 -4.29 -4.75
20 H 4.62 -2.84 -5.04
21 H 2.94 -2.90 -5.58
22 H 1.48 -3.94 -3.30
23 H 0.66 -2.96 -1.20
24 H 3.93 -0.18 -1.23
25 H 4.75 -1.18 -3.33
26 H 0.36 -3.13 1.41
27 H -1.50 -4.47 2.25
28 H -3.84 -3.62 2.05
29 H -4.18 -1.42 0.92
30 Se 0.92 4.13 -0.80
31 Se 2.75 5.39 -1.15
32 Se 3.86 4.68 0.85
33 Se 2.02 3.89 1.86
34 Br -1.50 6.00 0.99
35 C -2.06 4.51 2.01
36 C -3.23 4.66 2.76
37 C -3.65 3.59 3.53
38 C -2.88 2.44 3.55
39 C -1.74 2.40 2.78
40 N -1.33 3.41 2.00
41 C -0.87 1.18 2.79
42 O -1.24 0.12 3.21
43 O 0.33 1.44 2.29
44 H -3.77 5.59 2.72
45 H -4.55 3.67 4.12
46 H -3.15 1.57 4.13
47 F -1.13 0.54 -3.14
48 C -1.43 -0.09 -2.01
49 F -1.17 -1.40 -2.19
50 F -2.73 0.06 -1.80
51 C -0.54 0.51 -0.87
52 O -1.11 1.54 -0.16
53 O 0.62 1.00 -1.37

Output
molar mass = 1058.10 Da
total charge = 0
Kohn-Sham gap = 5.8 eV
HOMO level = -6.844 eV

Charges computed using Löwdin, reported in e: number 1, Ta, carries 1.422; number 2, C, carries -0.040; number 3, C, carries -0.248; number 4, C, carries -0.014; number 5, C, carries -0.041; number 6, C, carries -0.279; number 7, C, carries -0.023; number 8, C, carries -0.012; number 9, S, carries 0.786; number 10, O, carries -0.207; number 11, O, carries -0.406; number 12, N, carries -0.062; number 13, C, carries -0.304; number 14, C, carries -0.013; number 15, C, carries -0.046; number 16, C, carries -0.054; number 17, C, carries -0.101; number 18, N, carries 0.138; number 19, H, carries 0.085; number 20, H, carries 0.078; number 21, H, carries 0.091; number 22, H, carries 0.124; number 23, H, carries 0.111; number 24, H, carries 0.125; number 25, H, carries 0.121; number 26, H, carries 0.097; number 27, H, carries 0.113; number 28, H, carries 0.104; number 29, H, carries 0.117; number 30, Se, carries -0.038; number 31, Se, carries 0.007; number 32, Se, carries -0.037; number 33, Se, carries -0.031; number 34, Br, carries 0.771; number 35, C, carries -0.706; number 36, C, carries -0.098; number 37, C, carries -0.035; number 38, C, carries 0.017; number 39, C, carries -0.183; number 40, N, carries 0.066; number 41, C, carries -0.527; number 42, O, carries 0.136; number 43, O, carries -0.273; number 44, H, carries 0.100; number 45, H, carries 0.115; number 46, H, carries 0.125; number 47, F, carries 0.178; number 48, C, carries -0.547; number 49, F, carries 0.154; number 50, F, carries 0.174; number 51, C, carries -0.603; number 52, O, carries -0.184; number 53, O, carries -0.245



--- 2 ---
A structure of composition C20H14BrF3N3O6SSe4Ta. Source: OMol25; level of theory: ωB97M-V/def2-TZVPD.

Atoms and positions in Å:
1 Ta -2.26 0.22 -0.29
2 C 6.17 -0.73 1.22
3 C 4.70 -0.61 0.92
4 C 3.76 -1.39 1.59
5 C 2.41 -1.27 1.32
6 C 2.01 -0.35 0.36
7 C 2.92 0.44 -0.33
8 C 4.26 0.31 -0.04
9 S 0.33 -0.24 -0.05
10 O -0.48 -1.13 0.80
11 O -0.20 1.14 0.14
12 N -0.09 -0.44 -1.54
13 C 0.15 -1.51 -2.41
14 C 1.12 -2.49 -2.17
15 C 1.29 -3.49 -3.11
16 C 0.49 -3.49 -4.24
17 C -0.44 -2.48 -4.38
18 N -0.62 -1.51 -3.50
19 H 6.36 -1.57 1.88
20 H 6.54 0.17 1.70
21 H 6.74 -0.87 0.31
22 H 4.09 -2.09 2.34
23 H 1.67 -1.86 1.84
24 H 2.57 1.15 -1.08
25 H 4.99 0.92 -0.57
26 H 1.72 -2.47 -1.27
27 H 2.03 -4.26 -2.95
28 H 0.59 -4.26 -5.00
29 H -1.09 -2.44 -5.25
30 Se -2.27 1.53 -2.42
31 Se -4.16 2.89 -2.88
32 Se -5.01 3.00 -0.77
33 Se -4.87 0.78 -0.29
34 Br -2.39 5.36 -0.84
35 C -2.22 4.70 0.92
36 C -2.20 5.61 1.98
37 C -2.01 5.12 3.25
38 C -1.84 3.75 3.43
39 C -1.92 2.95 2.31
40 N -2.12 3.40 1.08
41 C -1.72 1.46 2.41
42 O -0.92 0.98 3.17
43 O -2.45 0.80 1.53
44 H -2.32 6.67 1.78
45 H -1.98 5.79 4.10
46 H -1.64 3.31 4.40
47 F -3.66 -4.44 -0.34
48 C -2.68 -3.70 0.19
49 F -2.60 -3.96 1.49
50 F -1.53 -4.03 -0.39
51 C -3.00 -2.21 -0.04
52 O -2.62 -1.64 -1.12
53 O -3.59 -1.54 0.81

Output
molar mass = 1058.10 Da
total charge = 0
Kohn-Sham gap = 6.5 eV
HOMO level = -7.446 eV

Charges computed using Löwdin, reported in e: number 1, Ta, carries 1.410; number 2, C, carries -0.040; number 3, C, carries -0.250; number 4, C, carries -0.016; number 5, C, carries -0.034; number 6, C, carries -0.301; number 7, C, carries -0.030; number 8, C, carries -0.019; number 9, S, carries 0.596; number 10, O, carries -0.316; number 11, O, carries -0.396; number 12, N, carries -0.185; number 13, C, carries -0.388; number 14, C, carries -0.017; number 15, C, carries -0.069; number 16, C, carries -0.073; number 17, C, carries -0.129; number 18, N, carries 0.122; number 19, H, carries 0.078; number 20, H, carries 0.090; number 21, H, carries 0.086; number 22, H, carries 0.119; number 23, H, carries 0.124; number 24, H, carries 0.130; number 25, H, carries 0.123; number 26, H, carries 0.100; number 27, H, carries 0.108; number 28, H, carries 0.100; number 29, H, carries 0.109; number 30, Se, carries 0.128; number 31, Se, carries -0.012; number 32, Se, carries -0.046; number 33, Se, carries 0.155; number 34, Br, carries 0.736; number 35, C, carries -0.735; number 36, C, carries -0.096; number 37, C, carries -0.044; number 38, C, carries 0.010; number 39, C, carries -0.185; number 40, N, carries 0.091; number 41, C, carries -0.521; number 42, O, carries 0.143; number 43, O, carries -0.290; number 44, H, carries 0.100; number 45, H, carries 0.113; number 46, H, carries 0.123; number 47, F, carries 0.174; number 48, C, carries -0.546; number 49, F, carries 0.186; number 50, F, carries 0.172; number 51, C, carries -0.535; number 52, O, carries -0.135; number 53, O, carries -0.019



Stability check: which of them is most stable? 2.



--- 1 ---
A structure of composition C6H8S. Source: OMol25; level of theory: ωB97M-V/def2-TZVPD.

Atoms and positions in Å:
1 C 0.53 -0.19 -2.51
2 C 0.21 -0.23 -1.23
3 C 1.12 -0.94 -0.11
4 C 0.19 -0.71 1.06
5 C -0.08 -0.03 2.42
6 C 0.00 0.80 1.13
7 H 0.23 0.67 -3.27
8 H 1.28 -0.80 -2.80
9 H 1.00 -2.05 -0.36
10 H 2.06 -0.46 -0.22
11 H -0.56 -1.32 0.91
12 H -1.02 -0.34 2.90
13 H 0.60 0.31 3.21
14 H 1.04 1.21 1.03
15 S -1.03 0.67 -0.37

Output
molar mass = 112.20 Da
total charge = 0
Kohn-Sham gap = 8.9 eV
HOMO level = -7.940 eV

Charges computed using Löwdin, reported in e: number 1, C, carries -0.039; number 2, C, carries -0.605; number 3, C, carries -0.128; number 4, C, carries -0.409; number 5, C, carries -0.055; number 6, C, carries -0.442; number 7, H, carries 0.115; number 8, H, carries 0.014; number 9, H, carries 0.134; number 10, H, carries 0.102; number 11, H, carries 0.050; number 12, H, carries 0.102; number 13, H, carries 0.101; number 14, H, carries 0.125; number 15, S, carries 0.935



--- 2 ---
An isolated molecule of C6H8S. Source: OMol25; level of theory: ωB97M-V/def2-TZVPD.

Atoms and positions in Å:
1 C -1.11 -0.35 -0.84
2 C -1.06 2.17 -0.22
3 C 0.31 -0.29 -0.54
4 C 0.02 1.93 0.67
5 C 0.58 0.49 0.74
6 C -1.85 -1.33 -1.33
7 S -1.26 -2.98 -1.72
8 H 0.85 -1.36 -0.58
9 H 1.00 0.23 -1.34
10 H 0.64 2.71 0.89
11 H -0.79 2.24 1.43
12 H 0.11 -0.20 1.38
13 H 1.61 0.42 0.87
14 H -2.97 -1.36 -1.71
15 H -0.35 -3.04 -0.71

Output
molar mass = 112.20 Da
total charge = 0
Kohn-Sham gap (alpha / beta) = 8.6 / 8.0 eV
HOMO level (alpha / beta) = -8.317 / -8.225 eV

Charges computed using Löwdin, reported in e: number 1, C, carries -0.151; number 2, C, carries 0.227; number 3, C, carries -0.309; number 4, C, carries -0.310; number 5, C, carries -0.214; number 6, C, carries -0.545; number 7, S, carries 0.678; number 8, H, carries 0.130; number 9, H, carries 0.151; number 10, H, carries 0.072; number 11, H, carries 0.146; number 12, H, carries 0.103; number 13, H, carries 0.083; number 14, H, carries 0.084; number 15, H, carries -0.145



Stability check: which of them is most stable? 1.



--- 1 ---
An isolated molecule of C7H12. Source: OMol25; level of theory: ωB97M-V/def2-TZVPD.

Atoms and positions in Å:
1 C 2.22 0.39 1.38
2 C 2.25 -0.28 0.07
3 C 1.82 -0.75 -0.96
4 C 0.52 -0.92 -1.67
5 C -0.33 -0.23 -0.60
6 C -1.83 -0.01 -0.57
7 C -1.88 0.74 0.82
8 H 1.06 0.72 1.65
9 H 2.86 1.29 1.37
10 H 2.59 -0.29 2.17
11 H 0.23 -1.96 -1.81
12 H 0.47 -0.40 -2.63
13 H -0.13 -0.76 0.34
14 H 0.09 0.77 -0.47
15 H -2.38 -0.96 -0.62
16 H -2.17 0.58 -1.44
17 H -2.47 0.17 1.54
18 H -0.79 0.88 1.39
19 H -2.23 1.76 0.70

Output
molar mass = 96.17 Da
total charge = 0
SMILES = CC#CCCCC
Kohn-Sham gap = 10.2 eV
HOMO level = -9.147 eV

Charges computed using Löwdin, reported in e: number 1, C, carries -0.101; number 2, C, carries -0.124; number 3, C, carries -0.053; number 4, C, carries -0.172; number 5, C, carries -0.322; number 6, C, carries -0.225; number 7, C, carries -0.110; number 8, H, carries 0.109; number 9, H, carries 0.069; number 10, H, carries 0.070; number 11, H, carries 0.109; number 12, H, carries 0.109; number 13, H, carries 0.105; number 14, H, carries 0.108; number 15, H, carries 0.106; number 16, H, carries 0.106; number 17, H, carries 0.061; number 18, H, carries 0.095; number 19, H, carries 0.061



--- 2 ---
An isolated molecule of C7H12. Source: OMol25; level of theory: ωB97M-V/def2-TZVPD.

Atoms and positions in Å:
1 C -2.58 0.00 0.10
2 C -1.12 -0.42 0.07
3 C -0.22 0.24 -0.98
4 C 0.90 0.18 0.05
5 C 2.02 -0.80 -0.05
6 C 2.30 0.68 -0.01
7 C -0.16 0.11 1.16
8 H -3.01 -0.09 -0.90
9 H -2.65 1.04 0.42
10 H -3.18 -0.60 0.79
11 H -1.02 -1.51 0.01
12 H -0.06 -0.26 -1.95
13 H -0.55 1.28 -1.16
14 H 2.13 -1.33 -1.00
15 H 2.25 -1.38 0.83
16 H 2.61 1.16 -0.94
17 H 2.77 1.09 0.88
18 H -0.47 1.10 1.50
19 H 0.02 -0.53 2.03

Output
molar mass = 96.17 Da
total charge = 0
SMILES = CC1CC2(CC2)C1
Kohn-Sham gap = 11.0 eV
HOMO level = -9.810 eV

Charges computed using Löwdin, reported in e: number 1, C, carries -0.078; number 2, C, carries -0.355; number 3, C, carries -0.090; number 4, C, carries -0.448; number 5, C, carries -0.095; number 6, C, carries -0.078; number 7, C, carries -0.082; number 8, H, carries 0.076; number 9, H, carries 0.075; number 10, H, carries 0.073; number 11, H, carries 0.141; number 12, H, carries 0.114; number 13, H, carries 0.119; number 14, H, carries 0.101; number 15, H, carries 0.102; number 16, H, carries 0.100; number 17, H, carries 0.099; number 18, H, carries 0.114; number 19, H, carries 0.110



Stability check: which of them is most stable? 2.